{"formula": "C52H46N2O31PS2", "method": "ωB97M-V/def2-TZVPD", "elements": ["C", "C", "C", "C", "C", "N", "C", "S", "P", "O", "O", "S", "C", "C", "C", "C", "N", "O", "H", "H", "H", "H", "H", "H", "H", "H", "H", "H", "H", "H", "H", "H", "H", "H", "H", "H", "C", "C", "C", "O", "C", "C", "C", "O", "O", "O", "H", "H", "H", "H", "C", "C", "C", "O", "C", "C", "C", "O", "O", "O", "H", "H", "H", "H", "C", "C", "C", "O", "C", "C", "C", "O", "O", "O", "H", "H", "H", "H", "C", "C", "C", "O", "C", "C", "C", "O", "O", "O", "H", "H", "H", "H", "C", "C", "C", "O", "C", "C", "C", "O", "O", "O", "H", "H", "H", "H", "C", "C", "C", "O", "C", "C", "C", "O", "O", "O", "H", "H", "H", "H", "C", "C", "C", "O", "C", "C", "C", "O", "O", "O", "H", "H", "H", "H"], "xyz": [[-1.076290, 2.210004, -2.631534], [-1.956520, 1.167889, -3.351870], [-3.416272, 1.436438, -2.960602], [-1.782151, 1.258424, -4.885767], [-1.542419, -0.046060, -5.648470], [-1.084837, 0.275836, -6.994589], [-1.385215, 1.143506, -7.730840], [-1.818903, 2.261219, -8.734919], [-3.021785, -1.101843, -6.001561], [-3.993189, 0.092696, -6.492147], [-3.599947, -1.505286, -4.563027], [-2.763766, -2.582587, -7.182730], [-0.438545, -0.872354, -4.969915], [-0.516338, -1.027088, -3.431831], [0.800828, -0.591909, -2.781080], [-0.779838, -2.490606, -3.076458], [-1.633191, -0.208830, -2.868556], [-1.829531, -0.371764, -1.618105], [-0.198998, 2.493657, -3.220845], [-0.757975, 1.821017, -1.662690], [-1.655465, 3.118027, -2.436366], [-3.765099, 2.340074, -3.469483], [-4.073147, 0.605654, -3.220682], [-3.498428, 1.596500, -1.883923], [-0.895990, 1.867407, -5.102500], [-2.635247, 1.786406, -5.326042], [-4.836030, -0.238014, -6.843656], [-4.463354, -1.132028, -4.337563], [-0.403105, -1.857571, -5.450059], [0.499060, -0.367191, -5.235113], [1.627683, -1.103521, -3.285287], [0.828997, -0.882494, -1.727685], [0.973249, 0.484070, -2.869077], [-0.883674, -2.601075, -1.994296], [0.061317, -3.102073, -3.418406], [-1.689110, -2.865796, -3.555700], [-2.700026, 4.430884, 1.643890], [-3.049338, 4.673509, 2.917012], [-3.583935, 3.590381, 3.848669], [-3.821550, 3.955012, 4.988824], [-3.736991, 2.248879, 3.349935], [-3.393990, 2.009905, 2.075241], [-2.859066, 3.089048, 1.150874], [-2.600959, 2.685653, 0.029387], [-3.473214, 0.841176, 1.459736], [-2.964341, 5.852220, 3.505252], [-2.319749, 5.194881, 0.980849], [-4.090884, 1.472794, 4.012538], [-3.085531, 0.977834, 0.565417], [-3.278471, 5.716511, 4.424514], [4.568980, 1.315550, -3.340847], [5.544299, 1.964078, -3.991562], [6.861952, 1.310732, -4.373471], [7.642629, 2.021532, -4.979579], [7.084323, -0.068591, -4.013111], [6.112512, -0.722130, -3.358767], [4.791962, -0.066604, -2.988170], [3.991612, -0.772909, -2.400506], [6.188222, -1.982603, -2.969088], [5.470306, 3.226197, -4.395418], [3.633399, 1.781590, -3.063247], [8.024603, -0.529641, -4.279846], [5.338982, -2.187521, -2.525230], [6.342023, 3.413245, -4.811865], [-1.904790, -2.344634, 3.536294], [-1.310526, -3.545706, 3.574134], [0.008784, -3.787682, 4.287080], [0.433008, -4.930637, 4.219242], [0.665311, -2.691413, 4.946798], [0.078079, -1.483814, 4.909929], [-1.252515, -1.246221, 4.204545], [-1.664644, -0.101185, 4.248124], [0.587595, -0.398954, 5.461333], [-1.781800, -4.642241, 3.000483], [-2.832280, -2.163561, 3.015573], [1.612571, -2.869617, 5.435957], [-0.018783, 0.350788, 5.274570], [-1.135127, -5.351582, 3.206620], [7.514064, 3.455132, 0.296875], [6.996843, 3.808053, 1.484163], [5.654913, 4.514972, 1.615524], [5.301880, 4.761993, 2.756271], [4.909496, 4.827917, 0.423689], [5.423142, 4.473773, -0.765773], [6.766437, 3.768641, -0.894178], [7.115866, 3.507043, -2.032146], [4.818731, 4.682708, -1.919985], [7.574796, 3.588556, 2.650155], [8.467261, 2.955885, 0.195909], [3.956049, 5.327094, 0.523059], [5.363891, 4.291912, -2.636278], [6.962857, 3.949162, 3.326553], [-6.975280, -2.521058, -2.028727], [-6.745499, -3.829284, -2.222640], [-5.663276, -4.594206, -1.471599], [-5.579604, -5.779978, -1.741992], [-4.836101, -3.890772, -0.524376], [-5.067297, -2.583055, -0.332335], [-6.157446, -1.820570, -1.069958], [-6.256369, -0.636785, -0.792703], [-4.381565, -1.815877, 0.496900], [-7.415463, -4.591669, -3.066326], [-7.743933, -1.974643, -2.556797], [-4.063394, -4.429988, 0.003334], [-4.780717, -0.921197, 0.452161], [-7.027469, -5.489122, -2.982762], [2.724485, -5.915172, 2.192220], [3.554645, -4.998462, 1.672622], [3.886690, -4.932751, 0.189265], [4.646802, -4.037559, -0.142179], [3.300392, -5.900248, -0.703494], [2.466241, -6.815875, -0.186621], [2.120579, -6.868797, 1.296090], [1.330255, -7.740018, 1.617890], [1.855781, -7.753967, -0.886284], [4.165731, -4.057669, 2.373462], [2.474780, -5.955091, 3.242750], [3.545740, -5.855584, -1.755023], [1.312230, -8.257826, -0.243657], [4.691974, -3.542499, 1.726223], [-2.179593, 2.666822, 7.132097], [-2.505269, 3.166011, 8.335691], [-1.536083, 3.989876, 9.173218], [-1.971194, 4.390038, 10.238808], [-0.207452, 4.235459, 8.669588], [0.117072, 3.734679, 7.468060], [-0.860769, 2.925781, 6.628270], [-0.432013, 2.540998, 5.548200], [1.293921, 3.883402, 6.888061], [-3.676687, 3.007749, 8.919572], [-2.865939, 2.091762, 6.528464], [0.480479, 4.811533, 9.271709], [1.235564, 3.421903, 6.025765], [-3.620596, 3.484980, 9.774474]], "forces_ev_per_a": [[0.1, 0.1, 0.0], [-0.2, -0.2, -0.2], [-0.1, 0.0, 0.2], [-0.1, 0.2, 0.0], [0.3, -0.6, 0.3], [0.5, -1.1, 1.3], [-0.7, 1.2, -1.2], [0.1, 0.2, -0.3], [-0.2, 0.3, -0.1], [-0.5, -0.3, 0.1], [-0.2, -0.1, 0.1], [0.0, 0.2, 0.2], [0.2, 0.2, -0.2], [-0.2, -0.1, -0.1], [0.2, -0.2, -0.2], [-0.1, -0.1, 0.1], [0.5, 0.3, 0.4], [-0.2, -0.2, -0.1], [0.0, -0.1, 0.1], [-0.1, 0.1, -0.1], [0.1, -0.1, -0.1], [0.0, -0.1, 0.1], [0.1, 0.1, -0.1], [0.0, 0.0, -0.2], [-0.1, -0.1, 0.0], [0.2, -0.1, 0.1], [0.3, 0.1, -0.2], [0.2, 0.0, 0.0], [0.1, 0.1, 0.1], [-0.2, -0.1, 0.1], [-0.1, 0.1, 0.1], [-0.1, 0.2, -0.1], [0.0, -0.1, 0.0], [0.0, 0.0, -0.2], [-0.1, 0.1, 0.0], [0.1, 0.1, 0.0], [0.0, 0.1, -0.1], [-0.1, -0.1, 0.2], [0.2, 0.0, -0.1], [-0.1, 0.0, 0.0], [-0.1, -0.1, 0.0], [0.0, -0.1, -0.2], [-0.1, -0.3, 0.1], [0.2, 0.6, -0.2], [-0.1, -0.1, 0.4], [0.1, 0.1, -0.1], [0.0, 0.0, 0.0], [0.0, 0.0, 0.0], [0.0, 0.0, 0.0], [0.0, -0.1, 0.0], [0.0, 0.1, 0.0], [0.1, 0.0, -0.2], [0.0, 0.0, 0.0], [0.0, -0.1, 0.0], [0.1, 0.0, 0.0], [-0.2, -0.1, 0.1], [0.0, -0.1, 0.1], [0.0, 0.0, 0.0], [0.1, 0.0, -0.1], [-0.1, 0.0, 0.1], [0.0, 0.0, 0.0], [0.0, 0.0, 0.0], [0.0, 0.0, 0.1], [0.0, -0.1, 0.0], [0.0, 0.0, 0.0], [0.1, -0.2, 0.0], [0.0, 0.0, -0.1], [0.1, 0.0, 0.1], [0.1, 0.0, 0.1], [-0.1, 0.1, -0.1], [0.2, 0.2, 0.0], [-0.2, 0.0, 0.0], [0.1, 0.0, 0.1], [-0.1, 0.1, 0.0], [-0.1, 0.0, -0.1], [0.0, 0.0, 0.0], [-0.1, 0.0, -0.1], [0.0, 0.1, 0.0], [0.1, 0.0, 0.0], [-0.1, 0.1, 0.0], [0.1, 0.0, 0.1], [0.0, 0.0, 0.0], [-0.1, 0.1, 0.0], [0.1, -0.1, -0.1], [-0.2, 0.0, -0.1], [0.2, -0.1, 0.1], [-0.1, 0.1, 0.1], [0.1, -0.1, 0.0], [0.0, 0.0, 0.0], [0.0, 0.0, 0.0], [0.0, 0.0, 0.0], [0.0, 0.0, -0.1], [0.0, 0.1, -0.1], [0.1, -0.2, 0.0], [0.0, 0.0, 0.0], [0.0, 0.0, 0.0], [0.0, 0.0, 0.0], [0.0, 0.3, 0.0], [0.1, 0.0, 0.1], [-0.1, 0.0, -0.1], [0.0, -0.3, 0.1], [-0.1, 0.1, 0.0], [0.0, 0.0, 0.0], [0.0, 0.0, 0.0], [0.0, 0.0, 0.0], [0.1, 0.0, 0.0], [0.0, 0.0, 0.1], [0.1, 0.1, -0.1], [0.0, 0.0, 0.1], [0.0, 0.0, -0.1], [0.0, 0.0, -0.1], [-0.1, -0.1, 0.1], [0.0, 0.0, -0.1], [0.0, 0.0, 0.0], [0.1, 0.0, -0.1], [0.0, 0.0, 0.1], [0.0, 0.0, 0.0], [0.0, 0.0, 0.0], [0.0, 0.0, 0.0], [0.0, 0.0, 0.0], [0.0, -0.1, 0.0], [0.1, 0.1, 0.1], [-0.1, 0.0, 0.0], [0.1, 0.0, 0.0], [0.1, 0.0, 0.0], [-0.1, -0.1, -0.1], [0.0, 0.0, 0.0], [0.0, -0.1, 0.0], [0.1, 0.1, 0.1], [-0.1, -0.1, -0.1], [0.0, 0.0, 0.0], [0.0, 0.0, 0.0], [-0.1, 0.0, 0.0], [0.1, 0.0, 0.0]], "max_force_ev_per_a": 1.8, "homo_lumo_gap_ev": [6.64, 7.57], "s_squared": 0.75, "multiplicity": 2, "e_lumo_ev": [-1.65, -1.65]}

{"formula": "C17H18BN7O2ReS2", "method": "ωB97M-V/def2-TZVPD", "elements": ["H", "N", "B", "N", "C", "Re", "H", "C", "H", "C", "H", "C", "H", "H", "H", "N", "N", "N", "N", "C", "C", "H", "H", "C", "C", "C", "C", "H", "H", "H", "H", "H", "O", "S", "O", "N", "C", "S", "C", "C", "C", "C", "C", "C", "H", "H", "H", "H"], "xyz": [[-2.441510, -3.203136, -0.604555], [-2.239067, -1.197663, 0.189310], [-2.911992, 1.360130, 0.724848], [-3.176283, -0.124709, 0.296961], [-4.397300, -0.596585, -0.024717], [-0.957502, -1.279668, 1.638846], [-5.257479, 0.054958, 0.097466], [-4.294117, -1.895600, -0.511251], [-5.100378, -2.445688, -0.972058], [-2.960196, -2.283545, -0.367110], [-4.025144, 1.745587, 1.083690], [2.075435, 2.267407, -0.250524], [2.966707, 1.753008, 0.132420], [1.266116, 2.032740, 0.448626], [2.232842, 3.355152, -0.306702], [-2.512176, 2.456003, -0.380945], [-2.084278, 1.387638, 2.036656], [-1.374445, 2.418385, -1.157335], [-0.962413, 0.566804, 2.283968], [-3.216273, 3.594934, -0.703865], [-2.366962, 2.067125, 3.167992], [-4.155998, 3.843070, -0.236255], [-3.287640, 2.627363, 3.242681], [-2.515095, 4.295118, -1.683799], [-1.351315, 1.866444, 4.095285], [-1.347523, 3.514666, -1.919440], [-0.472296, 0.935855, 3.543189], [-2.765454, 5.223490, -2.162748], [-1.258758, 2.352532, 5.047882], [-0.534648, 3.759119, -2.597662], [0.393697, 0.440101, 3.936879], [1.811869, 1.919758, -1.218770], [2.462665, -5.752828, -0.962537], [3.135873, -4.797037, -0.116581], [4.185916, -5.262841, 0.756844], [1.988534, -3.850636, 0.708452], [1.976844, -2.627800, 0.285335], [1.170900, -1.342410, 1.166370], [2.898240, -2.279565, -0.790939], [3.152443, -1.041819, -1.388690], [4.254645, -0.924049, -2.229566], [5.108335, -2.024458, -2.423060], [4.826973, -3.271038, -1.845923], [3.707903, -3.382958, -1.038127], [2.474775, -0.213286, -1.191748], [4.449075, 0.021857, -2.731935], [5.990383, -1.908606, -3.048143], [5.436074, -4.153318, -2.018713]], "forces_ev_per_a": [[-0.1, 0.0, 0.0], [-2.5, 0.4, -1.0], [-1.3, 2.7, -1.2], [-0.2, -1.3, 0.3], [1.6, 0.8, -0.1], [0.9, 0.2, -0.4], [0.2, -0.1, -0.3], [1.1, -0.9, -0.1], [0.1, -0.2, 0.2], [-0.6, 1.5, 0.5], [0.6, -0.3, -0.1], [0.3, 0.3, 1.2], [0.0, 0.3, -0.3], [-0.1, 0.2, -0.2], [0.0, -0.5, 0.2], [0.4, -0.7, 0.0], [0.2, -1.1, 1.2], [0.6, -0.4, 0.3], [-0.6, 1.5, 0.8], [0.4, 0.4, -0.6], [0.6, -0.6, -1.6], [0.0, -0.1, 0.0], [0.2, 0.3, -0.1], [0.1, -1.0, 0.9], [1.2, -0.8, 0.0], [-1.3, -0.4, 1.0], [-1.6, 0.4, -0.4], [-0.2, 0.1, 0.1], [0.0, 0.0, 0.2], [-0.1, -0.4, 0.2], [0.3, 0.1, 0.2], [-0.2, -0.4, -0.9], [0.1, 1.3, 1.0], [1.6, -1.3, -1.2], [-1.5, 0.9, -0.4], [-1.3, 1.5, 0.8], [0.8, -3.2, -0.4], [-0.1, 0.9, 0.7], [0.5, 0.6, -0.1], [-0.3, -0.4, 0.2], [0.1, -0.4, 0.0], [-0.4, 0.1, 0.0], [-0.3, -0.2, 0.0], [0.4, 0.2, -0.5], [0.3, 0.0, -0.1], [0.1, -0.2, 0.2], [-0.2, -0.1, 0.1], [0.1, 0.3, 0.0]], "relative_energy_ev": 2.1997, "max_force_ev_per_a": 3.3, "homo_lumo_gap_ev": [3.95, 3.43], "s_squared": 3.78, "multiplicity": 4, "e_lumo_ev": [-9.84, -10.36], "charge": 2}

Number 1 is which compound? C52H46N2O31PS2